This record from the Open Molecules 2025 dataset describes a molecular structure, C26H17F3N2OPdS4 in a non-equilibrium geometry. The level of theory is the ωB97M-V functional and the def2-TZVPD basis.

Last column: Mulliken charge in e.
Element x y z (Å)
1 Pd -0.178 -0.131 -0.408  -0.01
2 F -0.232 4.194 4.150  -0.31
3 C -0.488 3.682 2.924  0.61
4 F 0.400 4.230 2.080  -0.21
5 F -1.710 4.128 2.568  -0.23
6 C -0.418 2.182 2.942  -0.13
7 C 0.005 1.523 4.080  -0.25
8 C 0.100 0.138 4.078  -0.67
9 C -0.235 -0.531 2.917  -0.61
10 N -0.644 0.091 1.817  -0.23
11 C -0.724 1.438 1.787  0.90
12 S -1.159 2.090 0.252  -0.29
13 H 0.271 2.091 4.960  0.49
14 H 0.427 -0.404 4.953  0.42
15 H -0.194 -1.613 2.863  0.45
16 O 1.718 0.612 0.090  -0.65
17 C 2.502 -0.143 -0.770  2.67
18 C 1.954 -1.584 -0.760  -0.79
19 C 1.047 -2.157 -1.622  0.05
20 C 0.758 -3.514 -1.294  -0.87
21 C 1.425 -3.934 -0.191  -0.68
22 S 2.425 -2.700 0.467  -0.06
23 C 2.481 0.392 -2.219  -0.07
24 C 1.527 1.152 -2.831  -0.36
25 C 1.810 1.404 -4.204  -0.63
26 C 2.977 0.842 -4.605  -0.48
27 S 3.761 0.026 -3.315  -0.05
28 C 3.938 -0.107 -0.287  -0.86
29 C 4.975 -0.968 -0.482  -0.31
30 C 6.186 -0.499 0.098  -0.81
31 C 6.031 0.701 0.717  -0.49
32 S 4.416 1.275 0.617  -0.12
33 H 0.689 -1.683 -2.525  0.73
34 H 0.083 -4.134 -1.866  0.44
35 H 1.398 -4.908 0.273  0.48
36 H 0.674 1.579 -2.323  0.47
37 H 1.174 1.994 -4.849  0.40
38 H 3.447 0.880 -5.575  0.43
39 H 4.887 -1.896 -1.030  0.59
40 H 7.121 -1.040 0.059  0.41
41 H 6.774 1.282 1.239  0.45
42 N -1.982 -1.063 -1.020  -0.37
43 C -3.095 -0.873 -0.808  0.32
44 C -4.474 -0.648 -0.561  0.48
45 C -5.084 -1.222 0.557  -0.41
46 C -6.422 -0.977 0.803  -0.58
47 C -7.151 -0.165 -0.056  -0.33
48 C -6.545 0.400 -1.171  -0.59
49 C -5.209 0.164 -1.429  -0.41
50 H -4.501 -1.843 1.223  0.45
51 H -6.899 -1.420 1.666  0.39
52 H -8.196 0.030 0.146  0.39
53 H -7.119 1.027 -1.839  0.39
54 H -4.721 0.608 -2.286  0.45

As for the HOMO-LUMO gap (alpha / beta): 6.530 / 6.684 eV. As for the HOMO energy (alpha / beta): -7.73 / -7.68 eV.

This record from the Open Molecules 2025 dataset describes a molecular structure, C26H20IrN5O4S in a non-equilibrium geometry. The level of theory is the ωB97M-V functional and the def2-TZVPD basis.

Last column: Mulliken charge in e.
Element x y z (Å)
1 Ir -0.241 1.874 -0.024  1.25
2 O -2.036 -1.747 -3.560  -0.66
3 C -1.431 -0.830 -4.340  0.33
4 C -1.593 -0.959 -5.720  -0.64
5 C -1.000 -0.059 -6.580  -0.32
6 C -0.216 0.984 -6.089  -0.86
7 C -0.055 1.118 -4.727  -0.45
8 C -0.662 0.229 -3.834  0.32
9 C -0.497 0.462 -2.389  1.10
10 O 0.164 1.497 -1.991  -0.94
11 N -0.989 -0.395 -1.546  -1.15
12 N -0.811 0.031 -0.228  0.48
13 C -1.038 -0.834 0.696  -0.19
14 C -0.974 -0.630 2.103  0.35
15 C -1.177 -1.743 2.947  -0.89
16 C -1.141 -1.617 4.308  -0.78
17 C -0.931 -0.340 4.865  -0.54
18 C -0.749 0.761 4.067  -0.33
19 C -0.738 0.640 2.660  0.66
20 O -0.514 1.709 1.953  -0.75
21 H -1.844 -1.519 -2.627  0.53
22 H -2.195 -1.781 -6.082  0.44
23 H -1.152 -0.165 -7.647  0.38
24 H 0.258 1.681 -6.767  0.42
25 H 0.541 1.920 -4.315  0.45
26 H -1.309 -1.823 0.341  0.43
27 H -1.355 -2.711 2.491  0.39
28 H -1.280 -2.477 4.948  0.54
29 H -0.925 -0.221 5.941  0.38
30 H -0.602 1.751 4.479  0.47
31 C 1.723 -3.916 3.527  -1.37
32 C 1.943 -2.826 2.516  0.76
33 C 2.114 -3.121 1.166  -0.87
34 C 2.305 -2.111 0.233  -0.87
35 C 2.344 -0.796 0.669  0.69
36 C 2.176 -0.472 2.010  -0.41
37 C 1.977 -1.491 2.922  -0.43
38 S 2.582 0.483 -0.530  0.64
39 C 4.315 0.783 -0.259  -1.06
40 O 1.948 1.745 0.103  -0.78
41 H 1.638 -4.890 3.047  0.38
42 H 0.812 -3.728 4.098  0.21
43 H 2.552 -3.956 4.235  0.36
44 H 2.096 -4.154 0.840  0.36
45 H 2.418 -2.343 -0.820  0.46
46 H 2.180 0.565 2.323  0.39
47 H 1.838 -1.249 3.969  0.44
48 H 4.479 0.958 0.803  0.35
49 H 4.585 1.661 -0.844  0.44
50 H 4.870 -0.088 -0.607  0.39
51 N -1.686 3.083 -0.511  -0.60
52 C -2.519 3.903 -0.465  0.79
53 C -3.480 4.863 -0.405  -0.02
54 C -3.605 5.629 0.794  0.09
55 N -3.706 6.247 1.761  -0.43
56 C -4.348 5.104 -1.511  0.10
57 N -5.056 5.311 -2.395  -0.42

As for the HOMO-LUMO gap (alpha / beta): 6.609 / 6.609 eV. As for the HOMO energy (alpha / beta): -7.96 / -7.96 eV.

This record from the Open Molecules 2025 dataset describes a molecular structure, C26H20N7O2S2Y. The level of theory is the ωB97M-V functional and the def2-TZVPD basis.

Last column: Mulliken charge in e.
Element x y z (Å)
1 Y -0.250 -0.008 0.231  1.33
2 O 1.120 -3.984 -1.144  -0.73
3 C 1.010 -2.805 -0.835  0.15
4 N -0.100 -2.065 -0.660  0.01
5 C -1.390 -2.645 -0.855  0.27
6 C -1.672 -3.614 -1.812  -0.65
7 C -2.973 -4.062 -1.995  -0.65
8 C -4.000 -3.551 -1.216  -0.68
9 C -3.727 -2.597 -0.246  -0.63
10 C -2.427 -2.140 -0.053  0.16
11 N -2.073 -1.108 0.864  0.06
12 C -2.768 -0.909 1.997  0.05
13 O -3.652 -1.586 2.506  -0.72
14 C -2.364 0.370 2.719  0.52
15 C -2.886 0.608 3.980  -0.76
16 C -2.566 1.788 4.621  -0.32
17 C -1.758 2.710 3.965  -0.93
18 C -1.283 2.390 2.711  -0.13
19 N -1.559 1.236 2.094  0.11
20 C 2.296 -2.028 -0.590  0.48
21 C 3.503 -2.701 -0.698  -0.78
22 C 4.680 -2.009 -0.486  -0.24
23 C 4.613 -0.655 -0.187  -1.03
24 C 3.371 -0.064 -0.101  0.07
25 N 2.222 -0.725 -0.287  0.16
26 H -0.867 -4.015 -2.408  0.44
27 H -3.179 -4.813 -2.748  0.39
28 H -5.018 -3.895 -1.357  0.38
29 H -4.521 -2.207 0.376  0.42
30 H -3.536 -0.143 4.407  0.50
31 H -2.954 2.001 5.609  0.44
32 H -1.498 3.659 4.414  0.44
33 H -0.670 3.093 2.161  0.56
34 H 3.470 -3.753 -0.949  0.49
35 H 5.637 -2.510 -0.561  0.43
36 H 5.504 -0.062 -0.026  0.42
37 H 3.290 0.995 0.104  0.36
38 C -2.376 2.594 -4.411  -0.83
39 S -0.825 3.207 -3.737  -0.01
40 C -0.629 2.298 -2.258  0.42
41 S -1.783 1.123 -1.773  -0.44
42 N 0.400 2.795 -1.595  -1.54
43 N 0.656 2.155 -0.420  1.22
44 C 1.442 2.784 0.365  -0.99
45 C 1.797 2.229 1.684  0.80
46 C 2.551 2.980 2.571  -0.83
47 C 2.811 2.474 3.836  -0.56
48 C 2.318 1.227 4.178  -0.86
49 C 1.593 0.534 3.227  -0.43
50 N 1.339 1.013 2.010  0.56
51 H -2.495 3.113 -5.363  0.34
52 H -3.208 2.833 -3.754  0.30
53 H -2.332 1.521 -4.578  0.30
54 H 1.807 3.767 0.077  0.32
55 H 2.918 3.953 2.267  0.49
56 H 3.389 3.050 4.547  0.46
57 H 2.486 0.796 5.155  0.47
58 H 1.200 -0.453 3.448  0.45

As for the HOMO-LUMO gap: 6.025 eV. As for the HOMO energy: -7.21 eV.

This record from the Open Molecules 2025 dataset describes a molecular structure, C26H21MnN6O3S in a non-equilibrium geometry. The level of theory is the ωB97M-V functional and the def2-TZVPD basis.

Last column: Mulliken charge in e.
Element x y z (Å)
1 Mn -0.007 0.406 -0.254  -0.66
2 C 2.216 -0.205 -2.348  -1.31
3 C 2.776 -0.145 -0.958  1.21
4 C 4.121 -0.348 -0.675  -0.93
5 C 4.555 -0.272 0.635  -0.53
6 C 3.635 -0.070 1.670  -0.68
7 C 2.314 0.077 1.347  0.60
8 N 1.912 0.098 0.044  0.24
9 C 1.168 0.080 2.281  0.58
10 C 1.190 -0.122 3.645  -0.69
11 C -0.023 -0.243 4.318  -0.86
12 C -1.227 -0.186 3.624  -0.71
13 C -1.192 0.014 2.259  0.54
14 N -0.008 0.165 1.637  0.17
15 C -2.325 0.008 1.311  0.52
16 C -3.638 -0.214 1.625  -0.68
17 C -4.564 -0.320 0.581  -0.60
18 C -4.146 -0.194 -0.729  -0.85
19 C -2.810 0.073 -0.998  1.09
20 C -2.277 0.257 -2.387  -1.24
21 N -1.929 0.172 0.014  0.23
22 H 2.703 0.504 -3.018  0.43
23 H 1.134 0.005 -2.370  0.11
24 H 2.358 -1.202 -2.770  0.43
25 H 4.812 -0.564 -1.480  0.52
26 H 5.605 -0.400 0.865  0.49
27 H 3.958 -0.056 2.702  0.49
28 H 2.127 -0.202 4.178  0.47
29 H -0.028 -0.414 5.387  0.49
30 H -2.167 -0.306 4.145  0.50
31 H -3.948 -0.320 2.655  0.50
32 H -5.606 -0.514 0.803  0.49
33 H -4.846 -0.294 -1.549  0.54
34 H -2.981 0.801 -3.014  0.49
35 H -2.102 -0.710 -2.863  0.32
36 H -1.341 0.834 -2.384  0.22
37 O -2.518 9.604 2.947  -0.34
38 S -3.053 8.658 2.020  0.80
39 O -2.931 7.238 2.202  -0.39
40 O -2.376 9.044 0.508  -0.32
41 C -1.237 8.470 0.100  0.53
42 N -0.277 9.304 -0.296  -0.43
43 C 0.827 8.779 -0.790  -0.34
44 C 1.016 7.396 -0.890  -0.71
45 C -0.026 6.627 -0.412  0.31
46 N -1.141 7.151 0.082  -0.46
47 C 0.015 5.149 -0.365  1.50
48 C 0.843 4.375 -1.184  -1.06
49 C 0.806 3.007 -1.077  -0.10
50 N -0.006 2.372 -0.204  0.48
51 C -0.807 3.111 0.592  -0.30
52 C -0.823 4.478 0.533  -0.80
53 H 1.597 9.475 -1.099  0.45
54 H 1.933 6.985 -1.286  0.36
55 H 1.495 4.823 -1.920  0.43
56 H 1.432 2.395 -1.713  0.37
57 H -1.457 2.585 1.277  0.45
58 H -1.492 5.049 1.166  0.62

As for the multiplicity: 4. As for the HOMO-LUMO gap (alpha / beta): 4.779 / 5.534 eV. Its expectation value of S² is 3.789. As for the HOMO energy (alpha / beta): -16.32 / -16.47 eV. Its total charge is +3.

| no. | total energy (eV) |
| --- | --- |
| 1 | -87237.4366 |
| 2 | -56598.3380 |
| 3 | -64531.0541 |
| 4 | -84513.8962 |